(1)
Density functional theory data (wB97M-V/def2-TZVPD) for a 7-piece molecular cluster, C25H57Br2ClIN4O19S6 overall.

The geometry in XYZ format:
```
115
Properties=species:S:1:pos:R:3:forces:R:3:mulliken_charge:R:1
C 0.651707 -1.551994 5.811648 0.227 -0.020 0.246 -0.914
C 0.150711 -1.226538 7.232742 0.192 -0.058 -0.145 -0.425
C -1.207443 -0.522491 7.283044 -0.053 -0.251 0.192 -0.568
Br -1.485254 0.450161 8.946102 -0.021 -0.011 0.153 -0.062
N -1.527967 0.361962 6.147740 0.266 0.019 -0.128 -0.297
Br -3.128048 -0.013645 5.312215 -0.035 0.092 0.057 0.078
C -0.730493 1.403265 5.860685 0.084 -0.111 0.002 0.553
N 0.364080 1.636596 6.613617 -0.266 -0.273 -0.018 -0.133
C 0.885858 2.726319 6.127500 0.358 0.326 0.141 -0.142
N 0.216083 3.224342 5.093506 0.084 -0.064 -0.007 -0.677
I 0.686649 5.002520 4.200889 -0.210 -0.146 0.090 0.405
N -0.839284 2.341177 4.882076 -0.215 0.112 -0.144 0.719
C -1.799510 2.495198 3.795117 -0.141 0.100 -0.191 -0.164
C -1.159935 2.987390 2.495736 0.203 -0.333 0.073 0.051
O -0.187015 2.480458 2.045479 -0.054 0.247 -0.019 -0.361
Cl -2.040990 4.259244 1.704336 -0.075 -0.071 -0.043 -0.081
H 0.959057 -2.595060 5.748833 -0.070 0.048 -0.067 0.510
H 1.544234 -0.970991 5.576892 -0.154 -0.012 -0.020 0.019
H -0.092029 -1.378309 5.032702 -0.004 -0.052 -0.012 0.315
H 0.047505 -2.166059 7.778885 -0.191 0.169 0.185 0.313
H 0.885125 -0.635927 7.775832 -0.037 0.011 -0.074 0.428
H -1.999507 -1.264026 7.307875 0.017 0.068 -0.217 0.436
H 1.768593 3.216346 6.514097 -0.014 -0.034 -0.041 0.461
H -2.673508 3.080338 4.076243 0.193 0.133 0.132 0.267
H -2.129449 1.493814 3.530863 -0.098 0.013 0.030 0.292
O -3.580152 5.883063 -5.171111 0.036 0.039 -0.125 -0.563
S -3.822290 6.797069 -4.095402 0.026 -0.100 0.123 1.170
O -2.732254 7.564131 -3.577934 -0.022 0.054 -0.016 -0.611
O -4.507643 5.985153 -2.909942 0.037 0.075 0.044 -0.297
C -3.883838 4.728535 -2.551358 0.011 -0.269 0.003 -0.217
C -2.601822 4.914007 -1.767627 -0.017 0.125 -0.070 -0.807
C -5.167150 7.858249 -4.475041 -0.038 0.002 -0.032 -1.000
H -3.715058 4.149411 -3.459599 -0.011 0.044 -0.023 0.107
H -4.642522 4.214035 -1.965284 -0.029 0.074 0.026 0.283
H -1.824080 5.364758 -2.381705 0.012 -0.011 -0.004 0.277
H -2.246604 3.943608 -1.419256 -0.022 -0.019 -0.004 0.421
H -2.770921 5.567889 -0.911141 -0.011 -0.018 0.013 0.175
H -5.997123 7.257689 -4.835751 0.001 -0.004 -0.001 0.320
H -4.814805 8.535521 -5.249980 0.009 -0.001 -0.001 0.379
H -5.435555 8.411643 -3.579468 0.013 0.007 0.003 0.349
O -2.444263 0.196582 -5.316662 0.010 -0.031 0.051 -0.680
S -2.109003 0.480109 -6.683146 -0.049 0.058 -0.024 1.322
O -0.742423 0.364508 -7.092570 0.027 -0.038 0.006 -0.643
O -2.659744 1.923358 -7.045966 0.054 -0.038 -0.044 -0.307
C -2.310472 3.008967 -6.150520 -0.001 0.252 0.146 -0.298
C -0.895127 3.504935 -6.349282 0.039 -0.127 -0.039 -1.053
C -3.128711 -0.442403 -7.769995 -0.025 -0.097 -0.021 -0.750
H -2.483225 2.679193 -5.124585 0.012 -0.068 -0.018 0.266
H -3.028298 3.792031 -6.376935 -0.036 -0.055 -0.066 0.272
H -0.160419 2.756264 -6.057181 -0.010 -0.003 0.015 0.336
H -0.745493 4.399846 -5.744121 -0.029 0.026 -0.015 0.364
H -0.723529 3.754995 -7.395852 -0.012 0.048 0.008 0.305
H -4.164569 -0.326350 -7.464662 0.001 0.018 0.005 0.332
H -2.820279 -1.484212 -7.692570 -0.008 0.003 -0.004 0.212
H -2.971189 -0.080004 -8.782257 0.013 0.006 -0.001 0.340
O 0.365233 -5.770245 8.437805 0.034 0.080 -0.032 -0.671
S -0.346721 -5.370116 9.615073 -0.087 -0.067 0.059 1.296
O -0.174539 -4.032679 10.103310 -0.018 0.062 -0.112 -0.612
O -0.073808 -6.406684 10.772039 0.010 0.059 0.038 -0.287
C 1.310990 -6.739180 11.073639 0.215 -0.125 0.017 -0.354
C 2.005107 -5.663015 11.876919 -0.092 0.082 -0.031 -0.970
C -2.063260 -5.698477 9.421931 -0.029 -0.026 0.004 -0.932
H 1.826867 -6.951792 10.137251 -0.041 0.039 -0.030 0.339
H 1.234806 -7.666672 11.635565 -0.066 0.011 0.011 0.273
H 2.142036 -4.753043 11.295112 0.006 -0.012 -0.014 0.291
H 2.984864 -6.026689 12.186703 0.002 -0.018 0.007 0.384
H 1.425765 -5.413912 12.765400 0.022 -0.030 0.023 0.268
H -2.186059 -6.720347 9.075007 0.000 -0.004 -0.001 0.324
H -2.436389 -4.994113 8.682029 0.011 0.001 -0.008 0.331
H -2.556897 -5.543684 10.377416 0.004 0.011 0.003 0.325
O 4.453652 -0.203291 3.469767 0.016 -0.007 0.052 -0.729
S 3.210720 -0.640695 2.908448 0.027 0.076 -0.159 1.254
O 2.656628 -1.893933 3.316467 0.016 -0.041 0.031 -0.613
O 3.283253 -0.549256 1.338547 -0.103 -0.039 0.057 -0.102
C 4.392324 -1.200807 0.651321 0.376 -0.052 -0.305 -0.263
C 4.217076 -2.696491 0.526771 -0.185 0.016 0.171 -1.280
C 1.990371 0.609426 3.132139 0.016 0.036 0.015 -0.546
H 5.320919 -0.945666 1.163864 -0.066 0.039 0.106 0.427
H 4.403525 -0.716700 -0.322824 -0.083 0.032 0.020 0.217
H 4.280868 -3.193617 1.493792 0.020 0.007 0.001 0.333
H 5.002130 -3.091032 -0.117786 0.004 0.017 -0.019 0.411
H 3.248801 -2.933308 0.086792 0.026 -0.004 -0.058 0.299
H 2.395262 1.564322 2.807690 -0.007 -0.003 -0.029 0.347
H 1.763936 0.622493 4.197063 0.006 0.018 -0.011 -0.102
H 1.111178 0.343825 2.553633 0.002 -0.003 -0.006 0.365
O 4.383295 1.365227 -1.805045 -0.033 -0.038 -0.046 -0.624
S 4.667351 2.694003 -1.349064 0.046 -0.021 0.110 1.225
O 4.120907 3.810304 -2.054340 -0.045 -0.021 0.005 -0.634
O 6.230949 2.860301 -1.192247 -0.023 0.057 0.006 -0.282
C 7.062523 2.497148 -2.331315 0.163 -0.108 -0.153 -0.375
C 7.053115 3.549094 -3.416879 -0.104 0.052 0.053 -0.983
C 4.252444 2.828284 0.357404 0.012 -0.011 0.043 -0.961
H 6.737043 1.524412 -2.700416 -0.059 0.012 0.024 0.344
H 8.053276 2.381019 -1.898661 -0.020 0.036 0.056 0.282
H 6.079001 3.621846 -3.897308 0.001 -0.020 -0.002 0.303
H 7.792927 3.286509 -4.173091 0.018 -0.006 0.005 0.392
H 7.302723 4.526665 -3.005505 0.043 -0.007 -0.010 0.267
H 4.687612 1.989588 0.895469 0.004 0.001 0.003 0.214
H 3.165341 2.797231 0.408011 -0.004 -0.005 -0.022 0.347
H 4.630140 3.776684 0.730449 -0.006 0.008 -0.005 0.446
O -2.740417 -3.852879 -8.369513 -0.033 0.082 0.056 -0.651
S -1.964616 -4.551055 -9.354476 -0.008 -0.049 -0.027 1.256
O -1.900444 -4.019189 -10.679764 0.017 0.026 -0.007 -0.627
O -2.441378 -6.060175 -9.397189 0.061 0.012 -0.035 -0.284
C -3.864447 -6.309803 -9.541414 -0.229 -0.064 0.031 -0.345
C -4.349306 -6.113553 -10.960529 0.098 0.060 -0.024 -0.966
C -0.339645 -4.834043 -8.752710 0.031 -0.003 0.023 -0.957
H -4.401193 -5.677203 -8.834002 0.046 0.039 -0.002 0.321
H -3.978667 -7.343740 -9.224004 0.063 -0.010 -0.007 0.270
H -4.298286 -5.068434 -11.260562 -0.006 0.004 0.015 0.294
H -5.385218 -6.445690 -11.033354 -0.004 -0.017 0.008 0.385
H -3.743921 -6.694678 -11.655442 -0.027 -0.032 0.003 0.266
H -0.403908 -5.260233 -7.755843 -0.003 -0.003 0.001 0.309
H 0.153403 -3.864483 -8.727583 -0.011 0.009 -0.002 0.381
H 0.170884 -5.503550 -9.439415 0.002 0.007 -0.010 0.337
```
Positions in Å, forces in eV/Å.

## Properties
charge = +1

(2)
Density functional theory data (wB97M-V/def2-TZVPD) for a 7-piece molecular cluster, C25H57F5O12PS6 overall.

The geometry in XYZ format:
```
106
Properties=species:S:1:pos:R:3:forces:R:3:mulliken_charge:R:1
C -5.876124 2.358023 -1.931886 -0.520 -0.145 0.344 -1.008
C -5.980043 3.473402 -2.911155 -0.046 0.539 0.184 0.921
O -5.682768 4.610651 -2.640733 0.094 -0.118 -0.230 -0.590
O -6.427403 3.102178 -4.134389 0.593 -0.381 0.186 -0.358
C -5.567216 3.496020 -5.224083 -0.547 0.219 -0.757 -0.816
C -5.074117 2.286240 -5.981835 -0.049 0.048 0.557 -0.951
C -4.310323 1.354812 -5.055534 0.274 0.087 -0.290 1.110
C -5.107231 0.129752 -4.656450 -0.224 0.294 0.721 -1.070
O -4.226404 -0.778198 -4.102358 0.136 -0.453 -0.356 -0.417
P -2.528058 -0.372889 -4.402567 0.316 0.127 0.454 1.625
C -0.787612 0.388706 -4.607636 0.102 -0.483 0.420 -1.640
C -0.708927 1.774258 -3.979157 0.293 -0.202 -1.426 0.228
C 0.544336 2.540627 -4.471878 -0.475 -0.486 1.266 -1.322
C 0.237044 3.855868 -5.093787 0.600 -0.579 -0.639 0.864
F -0.330320 4.691038 -4.214619 -0.393 0.388 0.310 -0.323
F 1.423392 4.439165 -5.459574 0.290 0.368 -0.062 -0.305
C -0.632926 3.805254 -6.400038 -0.020 0.365 -0.153 0.768
F 0.046179 4.335369 -7.439424 -0.110 -0.093 0.069 -0.321
F -0.971103 2.568688 -6.739745 0.012 0.269 0.053 -0.204
F -1.739301 4.547050 -6.246898 -0.079 -0.252 -0.067 -0.270
C -2.041390 -1.747754 -3.129622 -0.114 -0.245 -0.153 -0.334
C -3.063314 -2.821073 -3.013719 -0.426 -0.414 -0.774 0.819
O -3.401551 -3.566884 -3.907233 0.230 0.346 0.788 -0.637
O -3.656202 -2.945079 -1.777484 -0.064 -0.446 -0.285 -0.541
O -3.121308 0.833255 -5.561044 0.037 0.269 -0.136 -0.537
H -6.102688 2.711739 -0.939053 0.031 0.289 0.332 0.376
H -4.865833 1.972452 -1.925828 0.336 -0.143 -0.190 0.095
H -6.548994 1.548509 -2.157331 -0.147 -0.321 -0.254 0.375
H -6.153740 4.119666 -5.888949 -0.186 0.278 -0.089 0.438
H -4.740914 4.086852 -4.864982 0.263 0.216 0.361 0.419
H -5.932861 1.784166 -6.409223 -0.186 -0.240 -0.340 0.373
H -4.442227 2.659672 -6.775038 0.290 -0.036 -0.352 0.331
H -4.018451 1.960682 -4.194773 -0.263 0.067 0.573 0.020
H -5.653032 -0.237426 -5.529815 0.124 -0.328 -0.347 0.284
H -5.868262 0.385908 -3.920588 -0.285 0.100 0.141 0.179
H -2.683611 0.517896 -3.251005 -0.154 0.308 -0.258 -0.658
H -2.396793 -1.282894 -5.494312 -0.041 -0.093 0.097 -0.493
H -0.504793 0.454787 -5.650156 -0.190 -0.065 -0.424 0.550
H -0.017898 -0.212364 -4.126216 0.096 -0.374 0.107 0.452
H -0.722789 1.656429 -2.910919 -0.076 0.359 0.460 0.476
H -1.572384 2.323790 -4.337548 -0.493 0.130 0.412 -0.255
H 1.146884 1.916541 -5.109313 0.148 -0.062 -0.563 0.402
H 1.164442 2.766998 -3.612273 0.334 0.221 0.175 0.471
H -1.126057 -2.252167 -3.404679 0.400 0.035 -0.400 0.427
H -1.851439 -1.283717 -2.170155 0.019 0.253 0.248 -0.330
H -3.063588 -2.528818 -1.151645 0.007 0.346 0.275 0.359
C 1.366301 -1.842439 1.417871 0.038 0.015 0.090 -0.861
S 0.020050 -1.614070 0.247346 0.014 -0.024 0.008 0.568
O 0.611064 -1.505090 -1.112072 0.170 0.040 0.073 -0.586
C -0.391386 0.050036 0.782065 -0.021 0.186 0.054 -0.879
H 1.795819 -2.827123 1.243260 -0.053 -0.043 -0.028 0.389
H 2.155367 -1.092854 1.320770 -0.338 -0.074 -0.194 0.300
H 0.946615 -1.801585 2.424374 -0.034 -0.065 0.010 0.271
H 0.479059 0.695774 0.657468 0.020 -0.063 -0.050 0.352
H -0.706849 0.020611 1.825239 -0.061 -0.063 -0.021 0.301
H -1.211281 0.407157 0.160775 0.003 -0.038 -0.032 0.258
C -1.561326 -2.048444 5.655210 -0.078 0.132 0.004 -0.674
S -2.984276 -1.838160 4.579573 0.024 -0.075 0.040 0.394
O -2.463813 -1.727611 3.194962 0.079 0.087 -0.075 -0.496
C -3.388140 -0.174940 5.130926 0.003 0.103 0.052 -0.959
H -1.117832 -3.016514 5.441004 -0.024 -0.029 -0.066 0.027
H -0.831449 -1.263815 5.455807 -0.009 0.010 -0.049 0.266
H -1.874588 -2.015207 6.695694 0.014 -0.018 0.042 0.436
H -2.533290 0.481525 4.967935 0.023 -0.035 -0.036 0.280
H -3.655840 -0.198698 6.187462 -0.009 -0.022 0.000 0.361
H -4.236266 0.173584 4.545948 -0.005 -0.040 -0.037 0.345
C 6.198097 -1.111828 3.475396 0.166 0.054 -0.058 -0.713
S 5.370276 -0.102165 2.241782 -0.073 0.043 0.135 0.372
O 3.993912 -0.651954 2.096180 0.308 0.103 0.106 -0.565
C 6.317467 -0.677632 0.836060 0.128 -0.112 -0.134 -0.934
H 5.715622 -0.937985 4.431845 -0.076 -0.044 0.001 0.029
H 6.107276 -2.165785 3.216500 -0.081 0.002 -0.016 0.301
H 7.247858 -0.819402 3.532336 -0.003 0.030 -0.034 0.439
H 6.215120 -1.759995 0.750623 -0.035 0.020 0.018 0.288
H 7.364167 -0.400714 0.974469 -0.042 0.009 -0.005 0.362
H 5.925018 -0.198052 -0.058109 -0.053 0.031 0.018 0.328
C 4.357238 4.474427 -4.390192 0.077 0.143 0.078 -0.999
S 4.463404 2.709149 -4.697469 -0.144 -0.035 -0.077 0.630
O 4.388805 2.034186 -3.378490 0.112 0.023 0.089 -0.617
C 6.195718 2.710873 -5.186511 0.127 0.051 -0.014 -1.006
H 3.354454 4.687462 -4.029748 -0.012 -0.049 -0.035 0.248
H 5.092800 4.758607 -3.636564 0.021 -0.073 -0.001 0.420
H 4.531092 5.014821 -5.320494 -0.045 -0.005 -0.026 0.345
H 6.805355 3.118173 -4.379197 -0.048 -0.010 0.031 0.293
H 6.314682 3.306025 -6.091785 -0.015 -0.006 -0.023 0.347
H 6.487033 1.681785 -5.385337 -0.051 -0.023 0.011 0.322
C 4.961751 -2.775080 8.358415 0.076 0.049 0.089 -1.024
S 3.834940 -2.538019 6.976747 -0.214 -0.065 0.057 0.609
O 4.646812 -2.611206 5.736424 0.158 0.007 0.032 -0.600
C 3.511805 -0.799190 7.289914 -0.010 0.091 0.060 -1.067
H 5.321570 -3.800856 8.322182 -0.020 -0.022 -0.047 0.311
H 5.802565 -2.087198 8.268435 -0.009 0.012 -0.044 0.347
H 4.428876 -2.607131 9.294398 -0.026 -0.004 -0.009 0.363
H 4.449523 -0.243350 7.271377 0.032 -0.047 -0.026 0.371
H 3.021338 -0.690517 8.257163 -0.035 -0.030 -0.016 0.393
H 2.852874 -0.437238 6.503774 -0.008 -0.055 -0.032 0.301
C -0.065909 -5.503317 7.177260 0.097 -0.039 -0.020 -0.861
S -0.855295 -4.448435 8.399351 -0.054 -0.122 0.028 0.549
O -0.272024 -3.089653 8.254994 0.146 0.071 0.076 -0.575
C -0.066847 -5.194853 9.831226 0.040 -0.097 0.060 -0.947
H -0.392778 -5.180733 6.191744 -0.032 0.020 0.000 0.279
H 1.017012 -5.406532 7.254523 -0.001 0.059 0.021 0.224
H -0.370996 -6.536644 7.340512 -0.039 0.006 0.005 0.405
H 1.015837 -5.120010 9.731510 -0.002 0.037 -0.053 0.240
H -0.372111 -6.238206 9.909527 -0.018 0.001 0.003 0.381
H -0.394556 -4.651138 10.714257 -0.037 0.037 -0.022 0.336
```
Positions in Å, forces in eV/Å.

## Properties
charge = -1

Calculated strongest force on any atom in order - 0.0098, 0.0286 Eh/bohr
Calculated HOMO in order - -11.56, -4.17 eV
Calculated energy in order - -10930.0125, -5119.3070 Ha